Here is an isolated molecule of C6H13N at a distorted geometry from the Open Molecules 2025 dataset. Energies are from ωB97M-V/def2-TZVPD.

- structure (SMILES) = C[C@H]1CCCN1C
- gap between HOMO and LUMO (eV) = 9.05
- E_tot (a.u.) = -291.11791
- LUMO energy (eV) = 1.199
- HOMO level (eV) = -7.85
- relative energy (zero: lowest compared OMol25 entry of this formula, charge and spin) (kJ/mol) = 107.2

Last column: natural (NBO) charge in e.
Geometry (Å):
1 C -0.3516 -1.1901 -1.7223  -0.4002
2 N 0.3258 -0.6094 -0.5942  -0.4574
3 C 1.5045 0.2396 -0.6621  -0.2150
4 C 1.3839 1.3859 0.3572  -0.4124
5 C 0.2584 0.8881 1.2576  -0.4073
6 C -0.5862 0.0010 0.3569  -0.0098
7 C -1.7237 -0.6640 1.1060  -0.6200
8 H 0.3708 -1.6614 -2.4035  0.2006
9 H -0.7982 -0.4571 -2.4127  0.1626
10 H -1.0390 -1.9506 -1.3729  0.2037
11 H 2.3193 -0.3378 -0.2349  0.1833
12 H 1.8322 0.5864 -1.6562  0.1942
13 H 0.9787 2.3250 -0.0193  0.2008
14 H 2.3660 1.5105 0.8082  0.2150
15 H 0.5837 0.1141 1.9943  0.1876
16 H -0.2497 1.6418 1.8813  0.2202
17 H -1.1308 0.8001 -0.3390  0.1119
18 H -1.3862 -1.2610 1.9484  0.2064
19 H -2.1211 -1.4161 0.4136  0.2088
20 H -2.5364 0.0549 1.2936  0.2268